The following is a quantum chemistry calculation of a 8-piece molecular cluster, C60H93BrFN8O4PS overall, from the OMol25 dataset.

Each line ends with the Mulliken charge.
Geometry (Å):
C (4.07, -7.92, 5.69)  0.05
C (4.09, -6.78, 5.32)  -0.81
C (3.95, -5.49, 4.55)  -0.29
C (2.43, -5.09, 4.52)  -1.23
C (1.79, -5.15, 3.11)  -0.37
C (1.88, -3.85, 2.30)  1.60
C (2.69, -2.79, 2.75)  -0.67
C (2.84, -1.58, 2.04)  0.25
O (3.68, -0.58, 2.53)  -0.48
C (3.06, -0.05, 3.73)  -0.26
C (3.47, 1.44, 3.89)  -1.08
C (2.14, -1.43, 0.82)  0.02
C (2.30, -0.15, 0.01)  -1.53
C (1.61, 1.07, 0.71)  0.68
C (0.28, 1.34, -0.06)  -1.11
Br (2.80, 2.64, 0.44)  -0.21
C (1.34, -2.50, 0.37)  0.62
C (1.16, -3.71, 1.07)  -0.91
N (0.33, -4.73, 0.53)  -0.43
C (-0.97, -4.32, 0.15)  -0.68
C (-1.11, -3.20, -0.71)  0.44
C (-2.34, -2.70, -1.16)  -1.21
C (-3.50, -3.39, -0.75)  1.13
C (-3.45, -4.51, 0.09)  0.92
C (-4.78, -5.22, 0.47)  -0.24
C (-5.83, -5.26, -0.67)  -1.44
C (-6.79, -4.03, -0.86)  -0.72
P (-7.21, -3.06, 0.61)  0.33
O (-6.17, -2.03, 0.85)  -0.42
O (-8.59, -2.27, 0.20)  -0.38
C (-9.10, -1.50, 1.31)  0.12
C (-10.35, -0.69, 0.85)  -1.26
O (-7.57, -3.98, 1.91)  -0.41
C (-6.98, -3.43, 3.11)  0.60
C (-7.30, -4.30, 4.34)  -1.60
C (-2.18, -4.95, 0.56)  0.45
C (-2.14, -6.16, 1.52)  -0.25
F (-1.24, -5.94, 2.59)  -0.35
C (-1.84, -7.47, 0.75)  -0.43
C (-2.78, -8.63, 1.21)  -1.27
S (0.42, -2.38, -1.18)  -0.50
H (4.11, -8.98, 5.89)  0.40
H (4.29, -5.63, 3.51)  0.34
H (4.54, -4.72, 5.08)  0.30
H (2.31, -4.10, 4.99)  0.52
H (1.88, -5.80, 5.16)  0.51
H (2.24, -5.98, 2.53)  0.39
H (0.71, -5.36, 3.26)  0.15
H (3.29, -2.86, 3.67)  0.24
H (3.30, -0.65, 4.63)  0.42
H (1.97, -0.07, 3.58)  0.32
H (4.51, 1.58, 3.55)  0.25
H (2.80, 2.04, 3.25)  0.12
H (3.40, 1.80, 4.92)  0.38
H (3.38, 0.09, -0.03)  0.40
H (1.96, -0.24, -1.03)  0.65
H (1.44, 0.91, 1.79)  0.05
H (-0.37, 0.51, 0.11)  0.21
H (0.57, 1.46, -1.12)  0.31
H (-0.08, 2.31, 0.27)  0.52
H (0.34, -5.58, 1.07)  0.10
H (-2.40, -1.81, -1.79)  0.47
H (-4.44, -2.97, -1.13)  -0.78
H (-4.48, -6.28, 0.63)  0.04
H (-5.14, -4.88, 1.45)  0.38
H (-5.25, -5.34, -1.61)  0.42
H (-6.46, -6.16, -0.64)  0.45
H (-6.47, -3.32, -1.64)  0.23
H (-7.74, -4.45, -1.24)  0.63
H (-9.41, -2.17, 2.13)  0.28
H (-8.31, -0.80, 1.64)  0.13
H (-10.29, 0.30, 1.35)  0.33
H (-11.24, -1.23, 1.20)  0.33
H (-10.34, -0.60, -0.24)  0.29
H (-5.87, -3.40, 3.02)  -0.16
H (-7.30, -2.40, 3.32)  0.43
H (-7.03, -5.36, 4.19)  0.33
H (-6.67, -3.93, 5.17)  0.39
H (-8.34, -4.16, 4.65)  0.36
H (-3.12, -6.30, 2.02)  0.29
H (-0.78, -7.75, 0.73)  0.45
H (-2.12, -7.28, -0.31)  0.34
H (-3.00, -9.34, 0.40)  0.34
H (-3.76, -8.25, 1.55)  0.28
H (-2.34, -9.13, 2.10)  0.34
C (8.50, 3.87, -1.15)  -1.33
C (7.00, 3.80, -0.87)  -0.09
C (6.39, 2.44, -1.20)  0.21
C (6.57, 2.14, -2.63)  0.19
N (6.71, 1.90, -3.75)  -0.40
H (8.72, 3.72, -2.21)  0.34
H (8.90, 4.84, -0.87)  0.31
H (9.03, 3.10, -0.57)  0.36
H (6.50, 4.58, -1.44)  0.00
H (6.82, 4.02, 0.19)  0.39
H (5.32, 2.44, -0.97)  -0.32
H (6.86, 1.66, -0.61)  0.30
C (-7.91, -0.08, -3.89)  -1.45
C (-7.45, 0.22, -2.47)  0.07
C (-5.95, 0.54, -2.38)  0.22
C (-5.16, -0.61, -2.85)  0.13
N (-4.54, -1.50, -3.23)  -0.57
H (-7.42, -0.96, -4.30)  0.35
H (-8.98, -0.27, -3.91)  0.41
H (-7.70, 0.77, -4.55)  0.33
H (-7.68, -0.64, -1.83)  -0.22
H (-8.02, 1.07, -2.08)  0.43
H (-5.68, 0.75, -1.34)  -0.02
H (-5.71, 1.41, -2.98)  0.37
C (8.63, 7.50, -2.73)  -0.69
C (9.29, 8.86, -2.59)  -0.46
C (10.82, 8.77, -2.54)  -0.54
C (11.25, 7.96, -1.39)  0.27
N (11.58, 7.33, -0.48)  -0.45
H (8.84, 6.86, -1.88)  -0.02
H (7.55, 7.61, -2.79)  0.22
H (8.96, 6.99, -3.64)  0.35
H (8.92, 9.35, -1.68)  0.28
H (9.00, 9.49, -3.43)  0.39
H (11.26, 9.77, -2.45)  0.33
H (11.21, 8.32, -3.45)  0.31
C (-7.17, 4.57, 0.86)  -1.38
C (-5.84, 3.87, 1.08)  0.09
C (-4.75, 4.32, 0.10)  -0.25
C (-5.16, 4.03, -1.29)  0.33
N (-5.48, 3.80, -2.36)  -0.53
H (-7.58, 4.36, -0.13)  0.34
H (-7.90, 4.24, 1.59)  0.37
H (-7.06, 5.66, 0.95)  0.34
H (-5.99, 2.79, 0.99)  -0.11
H (-5.50, 4.06, 2.10)  0.40
H (-3.81, 3.80, 0.31)  0.06
H (-4.57, 5.39, 0.20)  0.36
C (4.27, 6.84, -1.11)  -0.70
C (4.36, 8.03, -0.17)  -0.44
C (4.32, 9.38, -0.90)  -0.51
C (5.45, 9.49, -1.83)  0.32
N (6.34, 9.58, -2.56)  -0.43
H (5.12, 6.80, -1.80)  0.14
H (4.27, 5.90, -0.55)  0.13
H (3.36, 6.87, -1.71)  0.34
H (5.28, 7.95, 0.41)  0.27
H (3.53, 7.99, 0.54)  0.32
H (4.37, 10.19, -0.18)  0.29
H (3.39, 9.48, -1.46)  0.29
C (-3.47, -1.42, 2.51)  0.27
C (-3.36, -0.20, 3.41)  -0.98
C (-3.62, 1.12, 2.67)  -0.09
C (-2.63, 1.28, 1.59)  0.21
N (-1.82, 1.37, 0.77)  -0.56
H (-2.72, -1.40, 1.72)  0.04
H (-3.31, -2.33, 3.09)  0.41
H (-4.46, -1.48, 2.05)  -0.32
H (-2.36, -0.18, 3.86)  0.37
H (-4.08, -0.29, 4.23)  0.40
H (-3.53, 1.96, 3.36)  0.41
H (-4.62, 1.14, 2.24)  -0.08
C (7.95, 0.54, -6.59)  -1.15
C (6.58, -0.11, -6.68)  -0.35
C (6.64, -1.55, -7.21)  -0.42
C (7.21, -1.58, -8.57)  0.25
N (7.66, -1.60, -9.63)  -0.43
H (8.42, 0.63, -7.57)  0.44
H (7.86, 1.55, -6.19)  0.31
H (8.61, -0.03, -5.94)  0.28
H (5.94, 0.49, -7.33)  0.26
H (6.12, -0.12, -5.69)  0.24
H (5.64, -1.98, -7.24)  0.29
H (7.25, -2.17, -6.55)  0.28

The value obtained for the molecular weight is 1152.4 g mol⁻¹. The frontier orbital gap comes out at 7.67 eV. The HOMO energy is -7.626 eV. As for the energy: -176721.4773 eV. As for the structure (SMILES): C#CCCCc1cc(OCC)c(C[C@H](C)Br)c2c1Nc1c(ccc(CCCP(=O)(OCC)OCC)c1[C@H](F)CC)S2.CCCC#N.CCCC#N.CCCC#N.CCCC#N.CCCC#N.CCCC#N.CCCC#N. Its net charge is 0.